98
Properties=species:S:1:pos:R:3 method="wB97M-V/def2-TZVPD" orbital_gap_ev=7.44 total_charge=+1 lumo_energy_ev=-2.770 energy_ev=-58965.033
O 4.81199 -4.92950 -5.94427
C -10.80330 -1.28282 3.62266
N -2.60725 7.00436 -0.06010
N -9.46793 -1.74563 3.94889
H 2.81924 -1.30199 7.85849
H -8.92774 0.96708 3.94197
C 3.93820 -2.40391 -4.15760
C 1.14997 -1.03463 5.97260
S -2.98640 0.07658 0.01480
H 4.40748 -0.53154 7.66807
H 3.61721 -3.44412 -4.08957
C 0.21115 1.13741 3.13524
H -5.42100 -1.50461 0.87423
H -1.71707 0.72357 2.43179
H 4.41218 -1.26673 5.30777
H -11.23215 -1.94988 2.87268
C -0.70447 0.59742 1.95947
C -2.97974 8.31726 -0.55544
H -2.34613 2.43858 -0.50838
C -2.26915 1.73983 0.36092
H 3.58595 -1.85924 -3.28503
H -8.74064 0.33236 2.27858
C 0.08991 2.66168 2.74830
H -5.02322 -0.26473 -1.23979
C -8.29079 -1.07811 3.82829
O -1.32368 5.19139 0.19346
H 8.29271 -6.25609 -7.89130
C -5.54186 -0.40040 0.94457
H 3.56640 -6.49593 -7.46179
C 4.58701 -6.39386 -7.82297
C -1.48217 6.30349 -0.31315
H -0.25305 1.04217 4.13406
H -6.60295 -0.09135 0.99353
H 1.15489 -0.18077 6.65262
O 2.47043 -1.01303 3.97068
C -4.79704 0.26483 -0.28997
C 6.28293 -1.78279 -3.45746
H -11.41817 -1.32326 4.52352
N -0.41791 2.87996 1.58493
H 6.59925 -0.61823 -1.70355
H -7.31747 0.72354 3.25378
H -3.13236 8.98108 0.29641
C 1.76668 1.17333 0.09169
H 3.51091 -1.95884 -5.05832
C 2.43953 -1.09125 5.19534
O 7.47876 -1.85946 -3.70331
H 1.00603 -1.95894 6.53323
H 0.46724 -1.61642 0.10546
H 4.55700 -5.99580 -8.83841
H 0.31991 -0.92075 5.27980
C -8.32986 0.32828 3.28989
N 6.64094 -5.20052 -7.20784
C 1.48721 -1.42195 0.50942
C 0.32389 1.63412 -0.34251
H 5.21650 -1.71631 -1.59805
H -2.21825 8.73672 -1.20546
H 0.42568 2.70093 -0.67361
H -0.87935 7.10033 -2.20736
N 5.37964 -2.37868 -4.27492
H 2.05120 -2.38310 0.47166
O -7.24265 -1.61731 4.15105
H 0.39151 3.52924 3.36823
C 5.76118 -1.03692 -2.25641
H -9.36175 -2.67888 4.31511
C -0.75127 1.64628 0.80638
H -5.05147 1.34115 -0.37908
H 2.08013 -0.49577 -1.40721
C 2.17511 -0.28258 -0.32001
H -3.24850 6.52581 0.55429
H 1.26870 0.79007 3.05995
C 7.43623 -5.72014 -8.30374
H -3.91637 8.22929 -1.10730
H 5.05572 -7.37907 -7.81988
H -0.92321 1.57320 -2.13566
H -2.81488 2.25354 1.19397
H -0.61022 3.78783 1.13604
H 6.86410 -6.39143 -8.93697
H 5.11187 -0.21855 -2.57353
C 5.33933 -5.45550 -6.91723
H 0.38758 6.24013 -1.32422
H 5.79929 -2.85973 -5.05493
H 4.25702 -2.29629 7.54961
H -0.70760 -0.48409 1.74165
H 1.98931 1.29127 1.17370
H -10.79786 -0.26738 3.23790
H 3.27089 -0.36935 -0.10215
H 7.79878 -4.88216 -8.90155
H 7.08044 -4.56563 -6.55860
N 3.59138 -1.23575 5.89316
H 0.66556 0.80273 -2.31338
C -0.45331 6.92203 -1.21931
H 1.38325 -1.14658 1.58692
H -4.96700 -0.08586 1.84402
C -0.21542 0.88212 -1.63391
H -0.63887 -0.11123 -1.40136
C 3.76643 -1.34706 7.32950
H 2.47882 1.85381 -0.44048
H -0.08914 7.85766 -0.79320